{
  "formula": "C23H48N8O3PV",
  "method": "the ωB97M-V functional and the def2-TZVPD basis",
  "de_lowest_kcal_mol": 0.8,
  "multiplicity": 1,
  "total_charge": 2,
  "species": ["V", "N", "C", "C", "O", "N", "C", "C", "O", "O", "H", "H", "H", "H", "H", "H", "N", "C", "C", "C", "C", "N", "H", "H", "H", "H", "H", "H", "H", "H", "H", "H", "H", "H", "N", "P", "N", "C", "C", "C", "C", "C", "N", "C", "C", "C", "C", "C", "N", "C", "C", "C", "C", "C", "H", "H", "H", "H", "H", "H", "H", "H", "H", "H", "H", "H", "H", "H", "H", "H", "H", "H", "H", "H", "H", "H", "H", "H", "H", "H", "H", "H", "H", "H"],
  "positions_angstrom": [[0.0615, 0.0503, 0.4449], [-1.5416, 1.1765, 1.4536], [-2.8211, 1.1898, 0.7182], [-2.8486, -0.0342, -0.1716], [-3.8520, -0.4621, -0.6744], [-1.5861, -0.5714, -0.3753], [-1.5588, -1.7167, -1.2717], [-0.1347, -2.1988, -1.2881], [0.2929, -3.1832, -1.7950], [0.6611, -1.3154, -0.6119], [-1.2521, 2.1167, 1.7123], [-1.6724, 0.6840, 2.3322], [-3.6790, 1.1869, 1.3878], [-2.9000, 2.0792, 0.0915], [-2.2331, -2.5118, -0.9496], [-1.8586, -1.4448, -2.2873], [0.1561, 1.9579, -0.5624], [0.5787, 1.7544, -2.0027], [1.9310, 2.3752, -2.2952], [3.1276, 1.6558, -1.6817], [3.1385, 1.5445, -0.1637], [2.2996, 0.4216, 0.3486], [-0.7581, 2.3986, -0.5742], [0.7815, 2.6375, -0.1369], [-0.1889, 2.1976, -2.6347], [0.5924, 0.6839, -2.2106], [1.9207, 3.4235, -1.9757], [2.0526, 2.3969, -3.3788], [4.0299, 2.1926, -1.9765], [3.2226, 0.6531, -2.1123], [2.8144, 2.4755, 0.3100], [4.1608, 1.3716, 0.1765], [2.5612, 0.2679, 1.3194], [2.5747, -0.4285, -0.1422], [0.3619, -0.5460, 1.9464], [0.8422, -1.7320, 3.0152], [-0.5353, -2.3235, 3.6284], [-1.9029, -1.9713, 3.2278], [-2.5452, -1.0766, 4.2793], [-2.5054, -1.7565, 5.6489], [-1.0889, -2.1953, 6.0182], [-0.4805, -3.0486, 4.9145], [1.6671, -2.9457, 2.3358], [3.0706, -2.8111, 1.8772], [3.2235, -3.3142, 0.4505], [2.9005, -4.8159, 0.3635], [1.9512, -5.2385, 1.4907], [0.9480, -4.1425, 1.8071], [1.8578, -0.9687, 4.0284], [1.6142, 0.4151, 4.4693], [2.8472, 1.2654, 4.1531], [4.1213, 0.4107, 4.2479], [3.9432, -0.6697, 5.3095], [2.8319, -1.6540, 4.9107], [-2.4699, -2.9028, 3.1372], [-1.8842, -1.5252, 2.2342], [-3.5766, -0.8536, 3.9976], [-1.9976, -0.1242, 4.3343], [-3.1582, -2.6343, 5.6217], [-2.9075, -1.0927, 6.4135], [-1.0969, -2.7583, 6.9521], [-0.4555, -1.3149, 6.1757], [-1.0402, -3.9810, 4.7939], [0.5532, -3.3240, 5.1300], [3.7211, -3.3904, 2.5378], [3.3755, -1.7684, 1.9795], [4.2429, -3.1168, 0.1154], [2.5495, -2.7565, -0.2033], [3.8157, -5.4048, 0.4202], [2.4456, -5.0276, -0.6040], [2.5059, -5.4816, 2.4003], [1.4034, -6.1386, 1.2135], [0.2313, -4.4770, 2.5533], [0.3975, -3.8772, 0.8996], [1.4200, 0.3966, 5.5450], [0.7158, 0.8101, 3.9971], [2.8926, 2.0984, 4.8562], [2.7585, 1.7093, 3.1557], [4.9814, 1.0364, 4.4807], [4.3358, -0.0622, 3.2841], [3.7001, -0.1977, 6.2637], [4.8672, -1.2240, 5.4680], [2.3249, -2.0305, 5.8036], [3.2444, -2.5075, 4.3801]],
  "forces_ev_per_a": [[-0.01, -0.08, -0.17], [-0.09, 0.04, -0.04], [0.03, 0.00, 0.02], [0.10, -0.11, 0.00], [-0.04, 0.02, -0.01], [0.07, 0.09, 0.11], [0.03, 0.12, 0.08], [-0.16, 0.03, -0.02], [0.12, 0.00, 0.03], [-0.05, -0.02, 0.00], [-0.01, 0.01, 0.00], [0.03, -0.02, 0.00], [-0.01, 0.00, -0.02], [0.00, 0.01, 0.00], [0.01, -0.01, 0.01], [-0.01, -0.02, -0.01], [0.02, 0.00, -0.06], [-0.02, -0.01, 0.02], [-0.01, 0.03, 0.02], [-0.01, -0.02, -0.02], [-0.02, -0.03, 0.02], [0.03, 0.05, 0.03], [-0.01, 0.00, 0.01], [0.00, 0.01, 0.00], [0.01, 0.01, 0.00], [0.00, 0.00, 0.00], [0.00, 0.00, -0.01], [0.01, -0.01, 0.00], [0.00, 0.00, 0.00], [0.00, 0.00, 0.00], [0.00, 0.00, 0.01], [0.01, 0.02, -0.01], [0.00, 0.01, 0.00], [0.00, -0.01, 0.00], [0.03, -0.05, -0.05], [-0.03, -0.10, 0.02], [-0.06, 0.09, 0.04], [0.05, -0.03, -0.01], [-0.02, 0.00, 0.00], [-0.01, -0.02, -0.01], [0.02, 0.02, 0.00], [0.00, -0.01, -0.04], [0.03, -0.05, -0.05], [0.00, 0.01, 0.01], [0.00, 0.00, -0.02], [0.00, 0.01, 0.01], [0.02, 0.01, -0.01], [-0.02, 0.00, 0.00], [-0.01, 0.02, 0.06], [-0.01, -0.02, 0.01], [0.01, 0.01, -0.01], [-0.01, 0.01, 0.00], [0.01, 0.00, 0.00], [0.02, -0.01, -0.01], [0.00, -0.01, 0.01], [0.00, 0.01, -0.01], [0.00, 0.01, 0.00], [0.00, 0.00, 0.00], [0.00, 0.01, 0.00], [0.00, 0.00, 0.00], [0.00, 0.00, 0.00], [0.00, -0.01, 0.01], [0.01, -0.01, 0.00], [0.00, 0.00, 0.02], [-0.01, 0.00, 0.01], [-0.01, 0.01, -0.01], [0.00, -0.01, 0.00], [0.01, 0.00, 0.01], [0.00, -0.01, 0.00], [0.00, 0.00, 0.00], [0.00, -0.01, 0.00], [0.00, 0.00, 0.00], [0.00, 0.01, 0.01], [0.00, 0.00, 0.00], [0.00, 0.00, 0.00], [0.00, 0.00, -0.01], [0.00, 0.00, 0.00], [-0.01, 0.00, 0.00], [0.00, 0.00, 0.00], [0.00, 0.00, 0.00], [0.00, 0.00, 0.00], [0.00, 0.00, 0.00], [-0.01, 0.01, 0.00], [0.00, 0.00, 0.00]],
  "lowdin_charge": [0.96, -0.02, -0.09, -0.50, 0.14, -0.07, -0.07, -0.51, 0.17, -0.20, 0.12, 0.07, 0.14, 0.14, 0.15, 0.16, -0.02, -0.18, -0.18, -0.17, -0.20, 0.00, 0.09, 0.10, 0.13, 0.11, 0.13, 0.13, 0.13, 0.13, 0.12, 0.13, 0.06, 0.09, -0.19, 0.68, -0.20, -0.18, -0.18, -0.18, -0.16, -0.17, -0.16, -0.18, -0.16, -0.16, -0.16, -0.15, -0.20, -0.19, -0.16, -0.18, -0.15, -0.16, 0.14, 0.08, 0.12, 0.10, 0.13, 0.12, 0.13, 0.11, 0.13, 0.11, 0.12, 0.09, 0.12, 0.08, 0.12, 0.12, 0.12, 0.13, 0.11, 0.11, 0.13, 0.09, 0.12, 0.09, 0.12, 0.10, 0.12, 0.12, 0.12, 0.10]
}